1.
78
Properties=species:S:1:pos:R:3 method="wB97M-V/def2-TZVPD" e_tot_ev=-88847.3443 gap_ev="7.6837 / 6.0331" de_lowest_kj_mol=277.3 multiplicity=3
C 1.742 4.170 -3.546
C 2.911 4.028 -4.470
H 1.726 5.193 -3.146
H 1.757 3.487 -2.694
H 0.782 4.015 -4.067
C 3.297 5.048 -5.239
C 2.678 6.394 -5.196
H 4.064 4.918 -6.003
H 2.672 6.792 -4.176
H 1.631 6.404 -5.542
H 3.265 7.075 -5.818
Au 1.857 0.367 -3.355
Cl 1.172 -3.530 -2.505
Cl 2.687 -0.518 -5.407
C 3.159 -2.205 -1.286
O 3.050 -1.530 -0.296
N 4.267 -2.652 -1.879
C 5.560 -2.397 -1.272
C 4.236 -3.156 -3.241
H 2.157 -2.633 -1.893
H 5.501 -2.363 -0.177
H 6.004 -1.458 -1.626
H 6.229 -3.203 -1.570
H 3.422 -3.890 -3.317
H 5.206 -3.610 -3.477
H 4.007 -2.327 -3.941
H -1.137 5.988 0.870
H 1.845 6.248 0.190
C -0.705 5.982 1.892
C 1.613 6.559 1.220
N 0.708 5.624 1.856
H -1.239 5.245 2.509
C 1.093 4.334 2.016
O 2.111 3.840 1.524
H 2.538 6.612 1.810
H 0.375 3.745 2.634
H -0.807 6.994 2.314
H 1.141 7.549 1.195
O 3.157 1.742 -3.775
C 3.535 2.648 -4.751
C 5.952 3.701 -4.801
C 5.052 2.664 -5.078
H 5.594 4.584 -4.266
C 7.290 3.642 -5.243
H 3.068 2.182 -5.646
C 5.549 1.529 -5.718
H 7.936 4.517 -5.082
C 7.757 2.517 -5.932
C 6.882 1.440 -6.135
H 4.857 0.690 -5.859
H 8.775 2.520 -6.340
H 7.224 0.556 -6.663
Si 5.522 2.517 -1.166
Cl 4.533 4.255 -1.663
C 7.152 3.166 -1.682
C 5.501 0.971 -2.442
C 4.563 1.873 0.287
H 7.695 2.534 -2.383
H 7.607 3.206 -0.694
H 7.075 4.167 -2.127
H 3.495 2.159 0.331
H 5.067 2.351 1.146
H 4.636 0.785 0.341
H 5.805 1.240 -3.465
H 4.609 0.342 -2.598
H 6.298 0.285 -2.109
N -2.016 -3.575 -0.635
C -1.531 -2.503 -0.605
C -0.897 -1.208 -0.580
C -0.837 -0.394 0.560
C -0.030 0.739 0.549
C 0.778 0.986 -0.556
N 0.652 0.217 -1.651
C -0.267 -0.754 -1.732
H -1.377 -0.666 1.468
H 0.085 1.378 1.431
H 1.536 1.774 -0.605
H -0.413 -1.216 -2.707

2.
20
Properties=species:S:1:pos:R:3 method="wB97M-V/def2-TZVPD" e_tot_ev=-9274.0124 gap_ev=9.1800 de_lowest_kj_mol=340.8 charge=+1
C 1.098 2.355 -0.853
C -0.701 -0.546 0.088
C 0.898 0.960 -1.514
N -1.894 -0.595 -0.417
N -0.380 0.227 1.061
N 1.571 0.850 -2.653
N -0.708 -2.591 2.701
H 2.186 2.759 -1.070
H 0.384 3.083 -1.337
H 0.754 2.398 0.172
H 0.070 -1.095 -0.328
H -2.142 -1.275 -1.080
H -2.623 -0.157 0.117
H -1.060 0.757 1.548
H 0.413 0.003 1.589
H 2.048 1.683 -2.983
H 1.983 0.038 -3.061
H -1.390 -3.015 2.113
H 0.261 -2.756 2.296
H -0.769 -3.081 3.611

3.
18
Properties=species:S:1:pos:R:3 method="wB97M-V/def2-TZVPD" e_tot_ev=-8454.9874 gap_ev=10.1905 de_lowest_kj_mol=316.7 smiles="c1ccccc1.C=C"
C -1.451 0.901 -0.636
C -0.277 1.618 -0.808
C 0.801 1.603 0.031
C 0.580 0.932 1.342
C -0.619 0.323 1.617
C -1.715 0.370 0.662
H -2.116 0.666 -1.443
H -0.120 2.162 -1.784
H 1.771 2.020 -0.103
H 1.566 0.807 1.986
H -0.695 0.069 2.707
H -2.627 -0.178 0.849
C 1.009 -1.735 -1.380
C 0.694 -2.159 -0.121
H 0.084 -1.514 -2.047
H 2.057 -1.579 -1.733
H -0.563 -2.012 0.296
H 1.622 -2.295 0.562

4.
9
Properties=species:S:1:pos:R:3 method="wB97M-V/def2-TZVPD" e_tot_ev=-14962.7969 gap_ev=9.3919 de_lowest_kj_mol=178.4
C -2.624 0.668 0.380
C 1.307 -1.383 0.151
N -2.495 1.130 -0.689
O 0.888 1.153 0.454
P 0.763 -0.004 -0.697
H 1.939 -1.181 0.986
H -2.172 1.343 -1.571
H 1.278 -2.334 -0.264
H 1.115 0.607 1.250

5.
25
Properties=species:S:1:pos:R:3 method="wB97M-V/def2-TZVPD" e_tot_ev=-193102.1315 gap_ev=11.2686 de_lowest_kj_mol=11.6 smiles=ClC(Cl)Cl.ClC(Cl)Cl.ClC(Cl)Cl.ClC(Cl)Cl.ClC(Cl)Cl
Cl 1.431 -3.336 -3.066
C 0.440 -4.167 -1.841
Cl 1.310 -4.189 -0.289
Cl 0.057 -5.804 -2.385
H -0.486 -3.623 -1.719
Cl -2.999 0.624 -2.188
C -1.760 1.251 -3.280
Cl -0.421 0.108 -3.431
Cl -1.267 2.842 -2.697
H -2.228 1.381 -4.247
Cl 1.620 -0.062 1.307
C 0.268 0.085 0.193
Cl -0.773 1.471 0.570
Cl -0.664 -1.394 0.165
H 0.657 0.248 -0.805
Cl 0.780 5.190 1.780
C 1.719 4.239 0.636
Cl 2.973 3.312 1.434
Cl 2.331 5.307 -0.635
H 1.066 3.495 0.198
Cl -1.419 -2.882 3.385
C -0.820 -1.317 3.969
Cl 0.584 -1.619 5.055
Cl -1.992 -0.332 4.792
H -0.406 -0.825 3.100

6.
8
Properties=species:S:1:pos:R:3 method="wB97M-V/def2-TZVPD" e_tot_ev=-36658.5170 gap_ev=8.1232 de_lowest_kj_mol=41.8 smiles="O=C(S)C(=S)S"
O 0.219 -0.893 1.506
C -0.333 -0.342 0.558
S -2.128 0.145 0.498
C 0.538 0.063 -0.647
S 0.078 -0.202 -2.203
S 2.030 0.838 -0.137
H -2.341 -0.023 -0.787
H 1.936 0.413 1.211

7.
9
Properties=species:S:1:pos:R:3 method="wB97M-V/def2-TZVPD" e_tot_ev=-7269.0122 gap_ev=9.4761 de_lowest_kj_mol=161.5 smiles="C=C(O)C=O"
C -0.612 1.432 0.047
C -0.545 0.058 -0.042
O -1.563 -0.801 -0.073
C 0.887 -0.518 0.104
O 1.952 -0.009 -0.097
H 0.355 1.840 -0.222
H -1.506 2.025 0.357
H -1.201 -1.694 -0.103
H 0.865 -1.519 0.678

8.
18
Properties=species:S:1:pos:R:3 method="wB97M-V/def2-TZVPD" e_tot_ev=-10835.2865 gap_ev=8.6039 de_lowest_kj_mol=225.8 smiles="C=CNNc1ccc[nH]1"
C -2.279 -0.713 0.905
C -2.369 -0.229 -0.332
N -1.673 0.840 -0.742
N -0.541 1.398 0.084
C 0.612 0.515 0.100
C 1.842 0.986 0.452
C 2.827 -0.013 0.201
C 2.087 -0.966 -0.404
N 0.746 -0.719 -0.433
H -2.839 -1.553 1.279
H -1.723 -0.159 1.648
H -2.993 -0.731 -1.078
H -1.340 1.041 -1.692
H -1.019 1.525 0.971
H 2.051 1.916 1.008
H 3.881 -0.077 0.108
H 2.442 -1.885 -0.879
H 0.287 -1.177 -1.195